{
  "formula": "C6H15ClI2NdO2PS",
  "method": "ωB97M-V/def2-TZVPD",
  "e_tot_ev": -74667.478,
  "de_lowest_kcal_mol": 0.0,
  "charge": 2,
  "s2": 3.8431,
  "e_lumo_ev": [-7.846, -11.189],
  "spin_multiplicity": 4,
  "species": ["I", "I", "Nd", "P", "C", "C", "H", "H", "H", "C", "H", "H", "H", "H", "H", "H", "C", "O", "Cl", "C", "S", "C", "O", "H", "H", "H", "H", "H", "H"],
  "xyz": [[-0.630175, 2.901606, -4.772038], [-1.874989, 3.489886, -0.950336], [-0.909299, 0.819641, -0.479655], [1.839547, 1.374920, 0.861225], [2.816047, 2.871947, 0.342390], [1.747715, 1.662987, 2.669399], [2.783992, -0.818676, 1.160417], [4.037973, 0.429070, 1.408439], [3.511579, 0.001463, -0.239577], [3.176823, 0.132835, 0.793994], [1.342578, 0.763841, 3.142059], [2.737483, 1.880004, 3.088407], [3.640416, 3.052828, 1.048569], [2.149502, 3.748541, 0.325625], [1.077938, 2.505538, 2.875535], [3.228242, 2.736075, -0.672084], [0.979778, 1.711073, -2.049254], [2.064142, 1.903798, -2.391693], [-0.204292, -1.048577, 1.276945], [-4.157287, -2.172970, -1.814049], [-2.723339, -2.025022, -0.787765], [-1.391588, -2.919833, -1.711212], [-2.392584, -0.512717, -1.058438], [-4.650619, -3.156091, -1.727267], [-3.899310, -1.948718, -2.856276], [-4.858292, -1.405178, -1.467154], [-1.515118, -2.620977, -2.766112], [-0.411125, -2.589323, -1.314869], [-1.480966, -4.011456, -1.573512]],
  "atomic_forces_ev_per_a": [[-0.28, 0.15, 0.30], [-0.62, 1.96, -0.68], [1.99, -1.46, 2.16], [1.53, 0.99, 0.24], [-0.31, 0.01, -0.17], [-0.58, -0.06, -0.03], [0.15, 0.03, -0.04], [-0.34, 0.09, -0.14], [0.00, -0.04, 0.12], [-0.26, -0.44, -0.24], [0.03, 0.16, 0.02], [-0.17, -0.05, -0.25], [-0.30, -0.08, -0.24], [0.31, -0.15, 0.05], [0.13, -0.14, 0.08], [-0.05, 0.11, 0.65], [4.45, 0.43, -1.28], [-3.95, -0.57, 0.73], [-0.51, 0.56, -0.71], [-0.52, -0.21, -0.68], [0.42, -0.89, 0.19], [-0.40, 0.56, -0.20], [-0.61, -1.03, -0.68], [0.45, 0.31, 0.08], [0.00, -0.17, 0.22], [0.18, -0.18, 0.13], [0.15, -0.31, 0.37], [-0.69, -0.12, 0.02], [-0.21, 0.54, 0.00]]
}